Record 1
A 3-piece molecular cluster, C13H26FINO6 overall in a non-equilibrium geometry, computed with ωB97M-V with the def2-TZVPD basis set.

* E_LUMO: 0.0935 Ha
* energy above the lowest of the compared OMol25 structures with the same formula, charge and spin: 0.0000 eV

Structure (ORCA input):
```
! RIJCOSX wB97M-V def2-TZVPD def2/J DEFGRID3
* xyz -1 1
C 5.163 0.964 -2.583
C 4.753 -0.452 -2.987
C 3.402 -0.828 -2.415
I 3.658 -3.109 -1.683
N 2.406 -0.674 -3.248
C 1.125 -0.525 -2.620
C 0.774 0.904 -2.256
F -0.172 1.468 -3.123
H 5.944 0.946 -1.833
H 4.327 1.508 -2.160
H 5.537 1.526 -3.428
H 5.508 -1.147 -2.647
H 4.696 -0.530 -4.062
H 3.263 -0.353 -1.437
H 0.337 -0.913 -3.257
H 1.073 -1.103 -1.692
H 1.670 1.508 -2.312
H 0.358 0.983 -1.258
C -4.589 -2.850 1.342
C -3.091 -2.754 1.156
O -2.715 -2.735 -0.227
C -2.892 -1.572 -0.849
O -3.318 -0.564 -0.342
O -2.500 -1.704 -2.103
C -2.636 -0.518 -2.898
H -4.981 -3.719 0.813
H -4.827 -2.949 2.401
H -5.086 -1.960 0.959
H -2.596 -3.635 1.557
H -2.682 -1.876 1.655
H -2.150 0.326 -2.423
H -3.691 -0.300 -3.064
H -2.143 -0.727 -3.840
C 0.880 0.814 5.185
C 0.590 2.279 4.940
O 0.528 2.591 3.543
C -0.602 2.235 2.930
O -1.560 1.736 3.461
O -0.482 2.530 1.647
C -1.602 2.152 0.830
H 1.793 0.518 4.670
H 1.006 0.633 6.253
H 0.065 0.191 4.823
H 1.400 2.898 5.319
H -0.336 2.590 5.423
H -2.523 2.578 1.219
H -1.692 1.071 0.778
H -1.393 2.547 -0.159
*
```



Record 2
C13H26GaN6O6 as an isolated structure in a non-equilibrium geometry, computed with ωB97M-V with the def2-TZVPD basis set.

* E_LUMO (spin up / spin down): -0.1797 / -0.1906 Ha
* energy above the lowest of the compared OMol25 structures with the same formula, charge and spin: 2.5948 eV

Structure (ORCA input):
```
! RIJCOSX wB97M-V def2-TZVPD def2/J DEFGRID3
* xyz 1 1
O -0.086 -1.716 -4.277
H -1.025 -1.961 -4.511
Ga -0.607 0.031 -0.430
N 0.894 -1.021 -1.164
N -1.264 -1.830 -0.082
N 0.220 1.828 -0.541
N -1.772 0.981 0.824
O 2.008 -0.469 -1.391
O 1.236 2.197 -1.402
O -2.741 0.335 1.531
O -2.298 -2.126 0.647
C -0.594 -2.785 -0.786
C 0.629 -2.344 -1.362
C -0.444 2.771 0.125
C -1.562 2.284 0.909
C 1.605 -3.205 -2.082
H 1.741 -2.814 -3.092
H 1.221 -4.226 -2.140
H 2.559 -3.225 -1.543
C -1.142 -4.165 -0.796
H -2.132 -4.169 -1.265
H -1.246 -4.540 0.227
H -0.488 -4.832 -1.354
C 0.074 4.162 0.216
C -2.370 3.136 1.822
H 0.746 4.411 -0.615
H 0.639 4.319 1.150
H -0.754 4.879 0.220
H -2.973 2.528 2.513
H -3.061 3.758 1.232
H -1.718 3.810 2.395
H 1.737 1.328 -1.573
H -2.672 -0.647 1.195
C -1.919 0.214 -1.923
H -1.371 -0.211 -2.779
H -2.137 1.270 -2.136
H -2.796 -0.415 -1.721
O 1.583 0.713 -4.277
H 1.302 -0.141 -4.661
H 0.723 1.088 -3.984
C 2.475 1.055 4.183
N 1.798 0.277 3.160
C 1.592 -1.088 3.192
C 0.870 -1.395 2.081
N 0.635 -0.233 1.369
C 1.204 0.752 2.036
H 1.971 0.910 5.154
H 3.518 0.712 4.289
H 2.458 2.123 3.913
H 1.938 -1.737 3.968
H 0.537 -2.362 1.778
H 1.259 1.785 1.757
*
```



Record 3
C13H26N3RuS4Se as an isolated structure in a non-equilibrium geometry, computed with ωB97M-V with the def2-TZVPD basis set.

* E_LUMO (spin up / spin down): -0.2752 / -0.2681 Ha
* ⟨S²⟩: 0.76
* energy above the lowest of the compared OMol25 structures with the same formula, charge and spin: 0.8421 eV

Structure (ORCA input):
```
! RIJCOSX wB97M-V def2-TZVPD def2/J DEFGRID3
* xyz 2 2
Ru 0.057 0.111 -0.413
C 0.692 1.986 2.001
C 2.020 1.278 1.990
N 1.857 0.028 1.243
C 3.073 -0.482 0.599
C 3.535 0.454 -0.495
S 2.137 1.119 -1.460
C 1.925 2.817 -0.812
C 0.554 3.085 -0.228
N 0.052 2.016 0.663
H 0.812 3.000 2.390
H 0.012 1.451 2.667
H 2.343 1.095 3.016
H 2.796 1.880 1.527
H 1.532 -0.684 1.888
H 2.829 -1.448 0.159
H 3.885 -0.639 1.317
H 4.145 -0.098 -1.208
H 4.130 1.295 -0.142
H 2.054 3.488 -1.662
H 2.750 3.006 -0.130
H -0.163 3.186 -1.023
H 0.583 4.047 0.293
H -0.932 2.212 0.822
C -3.058 -0.685 1.133
C -2.346 -1.999 1.377
S -0.567 -1.731 1.441
C 0.124 -3.173 0.615
C -0.348 -3.412 -0.804
S -0.524 -1.902 -1.811
C -2.353 -1.829 -2.030
C -3.019 -0.507 -1.702
S -2.441 0.335 -0.226
H -4.119 -0.854 0.944
H -2.978 -0.037 2.007
H -2.656 -2.406 2.339
H -2.567 -2.740 0.613
H 1.199 -2.992 0.634
H -0.073 -4.048 1.237
H 0.389 -4.030 -1.316
H -1.294 -3.948 -0.846
H -2.534 -2.044 -3.083
H -2.768 -2.651 -1.455
H -2.844 0.215 -2.489
H -4.100 -0.634 -1.618
Se -0.452 0.912 -2.848
C -1.382 2.483 -2.627
N -1.964 3.469 -2.485
*
```



Record 4
C13H26N4NiO4P as an isolated structure, computed with ωB97M-V with the def2-TZVPD basis set.

* E_LUMO (spin up / spin down): -0.0830 / -0.0842 Ha
* ⟨S²⟩: 2.00
* energy above the lowest of the compared OMol25 structures with the same formula, charge and spin: 0.6016 eV

Structure (ORCA input):
```
! RIJCOSX wB97M-V def2-TZVPD def2/J DEFGRID3
* xyz 1 3
Ni 0.454 0.262 0.784
N 1.329 -0.532 2.688
C 0.372 -0.476 3.810
C -0.987 -0.884 3.293
O -1.709 -1.695 3.801
O -1.281 -0.237 2.139
H 1.534 -1.498 2.459
H 2.211 -0.104 2.936
H 0.303 0.554 4.157
H 0.632 -1.112 4.650
C -1.206 2.231 -0.680
N 0.020 2.223 0.139
C -0.208 2.972 1.388
C 1.176 2.780 -0.613
C 2.314 1.789 -0.743
C 3.462 2.148 -1.447
C 4.504 1.243 -1.584
C 4.399 -0.020 -1.015
C 3.253 -0.364 -0.305
C 2.193 0.532 -0.158
H -1.493 3.251 -0.951
H -2.025 1.768 -0.128
H -1.038 1.652 -1.586
H -0.453 4.020 1.189
H 0.694 2.943 2.001
H -1.033 2.522 1.941
H 1.527 3.681 -0.106
H 0.838 3.085 -1.603
H 3.544 3.139 -1.888
H 5.396 1.520 -2.133
H 5.209 -0.734 -1.124
H 3.198 -1.359 0.134
N -2.026 -2.314 -3.789
C -1.175 -2.657 -2.641
P -1.693 -1.657 -1.188
O -2.837 -0.740 -1.792
O -0.584 -0.870 -0.582
C -2.562 -2.651 0.062
N -3.241 -1.679 0.939
H -1.509 -1.825 -4.505
H -2.971 -1.001 -2.743
H -2.435 -3.133 -4.213
H -0.124 -2.418 -2.796
H -1.245 -3.716 -2.397
H -1.817 -3.197 0.642
H -3.228 -3.376 -0.411
H -3.551 -2.116 1.799
H -4.043 -1.270 0.477
H -2.082 -0.682 1.696
*
```



Record 5
One molecule with the formula C13H26O3 in a non-equilibrium geometry, computed with ωB97M-V with the def2-TZVPD basis set.

* SMILES: CC(C)(C)CC(C)(C)OOC(=O)C(C)(C)C
* E_LUMO: 0.0251 Ha
* energy above the lowest of the compared OMol25 structures with the same formula, charge and spin: 1.4137 eV

Structure (ORCA input):
```
! RIJCOSX wB97M-V def2-TZVPD def2/J DEFGRID3
* xyz 0 1
O 2.278 0.390 -2.200
O 0.728 -0.273 -0.675
O 0.767 1.047 -0.048
C 1.513 -0.456 -1.764
C 1.727 0.076 2.001
C 0.820 2.396 1.901
C 2.791 -2.609 -2.295
C 1.279 -1.440 -3.984
C 0.326 -2.680 -2.002
C -3.227 0.159 1.670
C -2.147 1.570 -0.065
C -2.312 2.345 2.362
C -0.761 0.362 1.789
C 0.615 0.963 1.377
C 1.497 -1.791 -2.512
C -2.088 1.136 1.419
H 1.644 -0.967 1.677
H 2.707 0.458 1.772
H 1.620 0.008 3.073
H 1.859 2.726 1.745
H 0.186 3.076 1.334
H 0.622 2.482 2.969
H 3.647 -2.142 -2.730
H 3.041 -2.720 -1.212
H 2.700 -3.608 -2.767
H 1.091 -2.345 -4.582
H 2.156 -0.943 -4.422
H 0.441 -0.761 -4.076
H -0.615 -2.109 -2.074
H 0.557 -3.045 -0.997
H 0.201 -3.540 -2.685
H -3.172 -0.232 2.688
H -3.102 -0.718 1.022
H -4.202 0.646 1.504
H -1.988 0.681 -0.699
H -1.366 2.321 -0.283
H -3.109 1.989 -0.266
H -1.967 3.290 1.932
H -1.771 2.172 3.293
H -3.371 2.451 2.533
H -0.865 -0.664 1.395
H -0.751 0.297 2.882
*
```



Record 6
An isolated ion of composition C13H27BNO3 and charge -1 in a non-equilibrium geometry, computed with ωB97M-V with the def2-TZVPD basis set.

* E_LUMO: 0.1014 Ha

Structure (ORCA input):
```
! RIJCOSX wB97M-V def2-TZVPD def2/J DEFGRID3
* xyz -1 1
C 0.156 1.531 2.671
C -0.212 0.512 3.848
O -1.398 0.855 4.605
C -2.572 0.876 3.801
O -2.883 1.971 3.255
C -3.568 -0.340 3.570
C -3.797 -0.696 1.996
C -2.339 -0.912 1.363
B -2.278 -1.951 0.088
C -0.657 -2.203 -0.224
C -0.060 -1.201 -1.329
C 1.527 -0.896 -1.135
C 1.939 0.602 -1.505
N 2.165 0.850 -2.962
C 2.186 2.348 -3.165
C 3.425 0.286 -3.439
C 3.732 0.339 -5.027
O 4.326 -0.212 -2.724
H -0.377 1.331 1.687
H 1.284 1.390 2.466
H 0.008 2.628 2.936
H 0.665 0.562 4.596
H -0.201 -0.564 3.452
H -4.597 -0.139 4.033
H -3.180 -1.305 4.050
H -4.476 -1.609 1.950
H -4.274 0.249 1.544
H -1.969 0.105 0.999
H -1.686 -1.373 2.192
H -2.697 -3.016 0.482
H -2.890 -1.601 -0.872
H -0.485 -3.280 -0.559
H -0.078 -2.061 0.758
H -0.683 -0.256 -1.463
H -0.125 -1.764 -2.336
H 1.761 -1.051 -0.026
H 2.129 -1.682 -1.706
H 2.901 0.854 -0.913
H 1.164 1.369 -1.135
H 3.052 2.690 -3.833
H 1.229 2.734 -3.665
H 2.338 2.889 -2.162
H 3.694 -0.716 -5.483
H 4.782 0.794 -5.133
H 3.020 1.065 -5.549
*
```



Record 7
C13H27BeCl2F2N4NaO6P2 as an isolated structure in a non-equilibrium geometry, computed with ωB97M-V with the def2-TZVPD basis set.

* E_LUMO: -0.1421 Ha

Structure (ORCA input):
```
! RIJCOSX wB97M-V def2-TZVPD def2/J DEFGRID3
* xyz 0 1
C -4.007 2.676 -3.051
C -2.866 1.694 -3.191
C -3.174 0.177 -2.575
C -1.870 -0.549 -1.910
C -1.223 -1.922 -2.438
N -0.059 -2.561 -1.822
N 0.674 -2.232 -0.739
C 0.163 -0.987 -0.183
C 0.999 -0.486 1.180
C 2.100 0.689 0.865
C 2.970 1.001 2.259
C 2.020 1.548 3.482
O 2.459 0.967 4.775
C -1.024 -0.029 -0.624
P -1.447 1.605 0.274
P -0.414 3.238 -0.826
O 0.396 4.067 0.270
O 0.775 2.416 -1.844
O -1.508 4.262 -1.716
H -4.159 3.593 -3.765
H -4.802 2.471 -2.195
H -1.864 2.006 -3.713
H -3.751 -0.511 -3.362
H -3.963 0.358 -1.701
H -1.727 -2.432 -3.383
H 0.287 -3.450 -2.300
H 0.193 -0.211 1.983
H 1.617 -1.396 1.644
H 1.600 1.707 0.577
H 2.897 0.418 0.050
H 3.614 0.075 2.574
H 3.742 1.872 2.012
H 2.159 2.721 3.541
H 0.872 1.361 3.330
H 1.739 0.383 5.173
H -0.955 1.610 1.647
H 1.569 3.058 -1.816
H -1.163 4.237 -2.673
Cl 0.479 5.429 -1.220
C 5.432 -3.147 3.016
O 5.346 -3.547 4.166
N 5.295 -1.850 2.685
N 5.670 -3.967 1.976
H 5.362 -1.501 1.744
H 5.115 -1.199 3.438
H 5.779 -4.951 2.182
H 5.744 -3.656 1.022
Na 4.686 -0.173 0.684
C -4.741 -2.491 -0.588
O -5.127 -2.068 -1.883
H -4.098 -1.729 -0.142
H -5.631 -2.623 0.033
H -4.191 -3.432 -0.660
H -5.696 -2.764 -2.253
F 1.421 -1.753 -3.208
Be -1.258 0.135 2.686
Cl -6.138 2.914 -3.193
F -6.318 -1.071 -0.295
*
```



Record 8
C13H27Cl2FeN2OP2 as an isolated structure in a non-equilibrium geometry, computed with ωB97M-V with the def2-TZVPD basis set.

* E_LUMO (spin up / spin down): -0.2736 / -0.4023 Ha
* ⟨S²⟩: 8.80
* energy above the lowest of the compared OMol25 structures with the same formula, charge and spin: 3.7969 eV

Structure (ORCA input):
```
! RIJCOSX wB97M-V def2-TZVPD def2/J DEFGRID3
* xyz 2 6
C -4.542 -3.945 -3.045
C -3.275 -3.230 -2.676
H -4.715 -4.762 -2.342
H -4.457 -4.325 -4.067
H -5.375 -3.236 -3.026
O -2.531 -3.459 -1.778
Cl -2.936 -1.846 -3.828
Fe -0.051 -0.233 0.090
P 1.520 -1.349 -1.197
C 2.800 -2.325 -0.323
C 0.790 -2.555 -2.366
H 1.558 -2.996 -3.011
H 3.162 -0.825 -2.939
H 0.046 -2.031 -2.973
H 1.796 0.337 -2.892
H 2.317 -3.089 0.291
H 0.287 -3.345 -1.802
C 2.495 -0.248 -2.289
H 3.482 -2.806 -1.032
H 3.085 0.438 -1.674
H 3.370 -1.666 0.338
P -1.739 0.973 1.125
C -1.799 0.956 2.956
C -1.727 2.758 0.716
H -3.490 0.484 -0.452
H -4.186 1.093 1.085
H -3.585 -0.588 0.960
C -3.424 0.445 0.638
H -1.744 2.856 -0.373
H -2.591 3.270 1.153
H -2.635 1.558 3.328
H -0.861 1.351 3.353
H -0.804 3.207 1.092
H -1.911 -0.074 3.305
Cl -0.980 0.526 -1.972
N 0.549 3.107 2.882
C 1.534 2.353 2.132
C 2.816 2.880 2.498
C 3.984 2.386 2.013
C 3.900 1.350 1.157
C 2.655 0.848 0.803
N 1.411 1.241 1.182
H -0.461 3.149 2.949
H 0.857 3.844 3.536
H 2.925 3.702 3.197
H 4.942 2.795 2.311
H 4.805 0.910 0.753
H 2.732 0.114 0.209
*
```